(1)
Entry from the Open Molecules 2025 dataset: a structure of composition C34H42I2N2OP2RhS2 at a distorted geometry (wB97M-V/def2-TZVPD).

Last column: Mulliken charge in e.
Geometry (Å):
Rh 0.135 0.214 1.009  -0.7687
I 1.011 7.162 3.351  0.1302
C 1.333 5.274 2.506  -0.4146
C 1.655 5.164 1.157  -0.3980
C 1.821 3.913 0.604  0.0354
I 2.343 3.694 -1.408  0.1285
C 1.661 2.726 1.375  0.4173
O 1.767 1.553 0.856  -1.0339
C 1.375 2.885 2.761  0.3259
C 1.160 1.639 3.570  -1.0751
N -0.121 1.000 3.180  0.4198
C -0.542 -0.068 4.105  -1.3385
C -0.542 -1.445 3.492  0.6025
C -1.096 -2.513 4.181  -0.6350
C -1.040 -3.781 3.630  -0.5226
C -0.402 -3.943 2.408  -0.8111
C 0.112 -2.828 1.776  -0.5628
N 0.030 -1.593 2.295  0.3622
C 1.206 4.137 3.305  -0.5432
H 1.778 6.048 0.548  0.4296
H 1.144 1.899 4.632  0.5746
H 1.959 0.918 3.388  0.3432
H -0.831 1.723 3.169  0.0906
H -1.540 0.139 4.493  0.3992
H 0.134 -0.096 4.964  0.5051
H -1.569 -2.347 5.141  0.4832
H -1.479 -4.625 4.143  0.4471
H -0.308 -4.913 1.943  0.5096
H 0.615 -2.917 0.822  0.5963
H 0.977 4.243 4.358  0.4526
C -3.302 1.647 -2.161  -1.6891
C -2.040 1.863 -1.328  0.5526
C -0.797 1.524 -2.155  -1.1642
P -2.028 0.970 0.311  1.9162
C -3.205 -0.452 0.157  0.3382
C -3.573 -1.008 1.532  -1.6150
C -2.559 -1.539 -0.710  -1.1291
C -2.855 2.165 1.472  0.5719
C -4.285 2.526 1.081  -1.7848
C -1.994 3.428 1.626  -1.7864
H -3.261 2.319 -3.020  0.4533
H -4.221 1.858 -1.617  0.3822
H -3.351 0.629 -2.547  0.2993
H -1.978 2.920 -1.045  0.5367
H -0.853 0.509 -2.549  -0.0513
H 0.111 1.606 -1.561  -0.0505
H -0.709 2.207 -3.001  0.5674
H -4.101 -0.079 -0.341  0.8285
H -2.682 -1.368 2.052  0.1445
H -4.256 -1.851 1.415  0.5796
H -4.070 -0.269 2.163  0.3283
H -1.599 -1.846 -0.292  0.0156
H -2.377 -1.202 -1.731  0.1196
H -3.206 -2.417 -0.758  0.5026
H -2.886 1.640 2.435  0.3569
H -4.299 3.120 0.168  0.3398
H -4.733 3.130 1.872  0.4724
H -4.912 1.646 0.939  0.4128
H -2.181 4.122 0.806  0.4008
H -0.925 3.201 1.627  0.1766
H -2.235 3.950 2.554  0.4581
S -0.383 -1.828 -3.672  -0.4457
P 1.330 -1.770 -2.686  1.1715
S 1.186 -1.074 -0.764  0.0604
C 2.607 -0.800 -3.535  0.1204
C 2.927 -1.184 -4.835  -0.5607
C 3.896 -0.482 -5.531  -0.6968
C 4.537 0.596 -4.934  -0.4570
C 4.213 0.974 -3.639  -0.7464
C 3.245 0.275 -2.931  -0.0096
C 2.052 -3.422 -2.452  0.4507
C 1.388 -4.546 -2.922  -0.4548
C 1.935 -5.804 -2.703  -0.6336
C 3.132 -5.933 -2.014  -0.4445
C 3.796 -4.805 -1.549  -0.6985
C 3.260 -3.546 -1.766  -0.3401
H 2.410 -2.018 -5.294  0.3916
H 4.152 -0.772 -6.542  0.4017
H 5.290 1.149 -5.481  0.3927
H 4.716 1.814 -3.176  0.4834
H 2.986 0.566 -1.921  0.3763
H 0.456 -4.430 -3.458  0.3578
H 1.423 -6.682 -3.073  0.4194
H 3.552 -6.915 -1.839  0.4054
H 4.734 -4.910 -1.019  0.4060
H 3.779 -2.663 -1.411  0.4175

## Properties
Energy (eV): -100420.792
Max |F| (eV/Å): 1.8
HOMO level (spin up / spin down) (eV): -10.14 / -10.08
Orbital gap (spin up / spin down) (eV): 5.766 / 4.742
Total charge: +1

(2)
Entry from the Open Molecules 2025 dataset: a structure of composition C34H42N6O3SW (wB97M-V/def2-TZVPD).

Last column: Mulliken charge in e.
Geometry (Å):
W 0.035 0.158 0.001  1.6778
C -0.409 -2.811 -1.294  -1.4202
N 0.027 -2.300 0.047  0.5537
C -0.880 -2.953 1.104  -0.7784
C -1.961 -2.125 1.730  -0.8140
C -2.797 -1.426 0.702  -1.0514
N -2.167 -0.159 0.201  -0.2576
C -3.091 0.763 0.016  0.1020
C -2.984 2.090 -0.462  0.8125
C -4.101 2.932 -0.584  -1.1863
C -3.930 4.195 -1.112  -0.9036
C -2.660 4.625 -1.520  -0.7222
C -1.538 3.809 -1.405  -0.7958
C -1.739 2.557 -0.867  0.0595
O -0.739 1.660 -0.739  1.4753
C 1.350 -2.984 0.350  -1.3006
C 2.491 -2.785 -0.619  -1.2303
C 2.740 -1.308 -0.905  -0.4705
N 2.085 -0.486 0.156  -0.2327
C 2.759 -0.430 1.271  -0.4570
C 2.320 -0.011 2.565  0.6798
C 3.242 0.115 3.606  -1.1282
C 2.816 0.500 4.877  -0.9550
C 1.474 0.742 5.112  -0.6718
C 0.518 0.584 4.095  -0.5760
C 0.968 0.221 2.857  0.5603
O 0.083 0.091 1.799  0.5943
H -0.330 -3.899 -1.300  0.4676
H -1.447 -2.548 -1.476  0.3386
H 0.220 -2.415 -2.083  0.4911
H -1.327 -3.813 0.604  0.3426
H -0.239 -3.341 1.891  0.6073
H -2.595 -2.814 2.292  0.6264
H -1.582 -1.417 2.465  -0.0512
H -3.003 -2.070 -0.155  0.2908
H -3.760 -1.167 1.135  0.7826
H -4.106 0.455 0.256  0.5828
H -5.081 2.587 -0.274  0.5810
H -4.781 4.855 -1.222  0.5061
H -2.545 5.617 -1.939  0.5988
H -0.559 4.131 -1.732  0.5818
H 1.632 -2.684 1.358  0.6128
H 1.120 -4.050 0.399  0.7619
H 3.364 -3.236 -0.145  0.3409
H 2.342 -3.331 -1.550  0.4329
H 3.804 -1.070 -0.917  0.7088
H 2.335 -1.046 -1.866  0.0660
H 3.789 -0.785 1.218  0.8001
H 4.292 -0.076 3.418  0.5717
H 3.535 0.608 5.677  0.5058
H 1.145 1.058 6.093  0.5395
H -0.534 0.750 4.285  0.6463
S 0.895 0.900 -4.565  0.0058
C -0.638 0.200 -4.299  -0.2949
C -0.763 -0.184 -3.010  -1.0189
N 0.371 0.043 -2.237  0.4604
C 1.306 0.641 -2.964  -0.3666
H -1.363 0.097 -5.093  0.5210
H -1.638 -0.648 -2.584  0.3257
H 2.269 0.936 -2.578  0.0706
C -1.148 5.570 5.374  -0.9596
C 0.088 6.185 4.738  -0.5837
N 0.402 5.643 3.393  0.1332
C 0.008 6.401 2.200  -0.7132
C -1.385 6.053 1.697  -0.7076
C 0.941 4.435 3.328  0.0716
O 1.178 3.685 4.272  -0.6151
C 1.417 3.866 2.000  -0.4702
C 2.687 4.166 1.511  0.2782
C 3.211 3.404 0.479  -1.5292
C 2.505 2.304 0.031  -0.1718
N 1.298 1.995 0.527  0.4113
C 0.736 2.805 1.443  -0.5109
H -1.332 6.052 6.334  0.4033
H -1.007 4.505 5.553  0.2476
H -2.036 5.717 4.758  0.2528
H 0.965 6.028 5.363  0.3705
H -0.041 7.258 4.611  0.3997
H 0.754 6.249 1.418  0.3635
H 0.054 7.455 2.467  0.4344
H -1.485 4.974 1.526  0.0349
H -1.588 6.576 0.762  0.3768
H -2.151 6.347 2.413  0.3713
H 3.254 4.986 1.935  0.6946
H 4.180 3.625 0.050  0.5773
H 2.930 1.644 -0.708  0.2044
H -0.261 2.561 1.787  0.6362

## Properties
Energy (eV): -63644.776
Max |F| (eV/Å): 0.6
HOMO level (eV): -18.46
Orbital gap (eV): 4.121
Total charge: +4

(3)
Entry from the Open Molecules 2025 dataset: a structure of composition C34H43AsN7O2RuS2Si2 (wB97M-V/def2-TZVPD).

Last column: Mulliken charge in e.
Geometry (Å):
Ru -0.133 0.354 -0.064  1.0848
C 1.329 -2.410 -1.372  -1.3165
C -0.078 -2.336 -1.888  0.4440
C -0.591 -3.416 -2.650  -0.6906
C -1.856 -3.341 -3.137  -1.0894
C -2.641 -2.188 -2.894  1.0772
C -3.958 -2.075 -3.391  -0.8593
C -4.673 -0.940 -3.139  -0.8667
C -4.102 0.105 -2.395  -0.6243
C -2.824 0.036 -1.886  0.9112
S -2.187 1.414 -1.007  -0.7240
C -2.066 -1.146 -2.140  -0.9094
N -0.789 -1.260 -1.652  1.3489
H 1.640 -3.450 -1.267  0.3694
H 1.429 -1.937 -0.395  0.0359
H 2.008 -1.916 -2.074  0.3187
H 0.030 -4.285 -2.812  0.5719
H -2.283 -4.153 -3.713  0.3985
H -4.378 -2.894 -3.961  0.3934
H -5.685 -0.834 -3.505  0.3888
H -4.685 0.996 -2.198  0.4623
C -0.436 6.786 1.340  -1.3909
C -0.152 5.513 2.042  1.1455
N 0.301 5.404 3.253  -0.9092
N 0.424 4.064 3.439  0.3312
C 0.068 3.329 2.371  -0.0653
S 0.042 1.644 2.290  -0.4187
N -0.313 4.273 1.477  0.3590
N -0.668 4.015 0.146  -0.3394
H -0.404 7.593 2.066  0.3611
H -1.426 6.779 0.880  0.3699
H 0.305 6.978 0.563  0.2744
H 0.742 3.690 4.316  0.1607
H -1.162 4.835 -0.189  0.2364
H -1.323 3.232 0.142  -0.0321
O -4.084 -1.734 1.004  -0.7244
C -2.947 -1.963 1.337  -0.1936
N -2.545 -3.063 2.092  -0.0891
C -1.137 -3.005 2.431  3.5180
C -0.783 -1.725 1.663  -0.1483
O 0.378 -1.237 1.589  -0.7517
N -1.810 -1.204 1.038  -0.4754
C -0.923 -2.894 3.931  -0.5324
C -1.252 -3.992 4.724  -0.1505
C -1.122 -3.935 6.101  -0.9261
C -0.649 -2.778 6.705  -0.3736
C -0.311 -1.686 5.922  -0.9971
C -0.445 -1.740 4.540  0.1215
C -0.315 -4.133 1.810  -0.6017
C -0.831 -4.906 0.778  -0.4447
C -0.052 -5.890 0.183  -0.7087
C 1.255 -6.095 0.599  -0.5725
C 1.778 -5.313 1.622  -0.8096
C 0.997 -4.341 2.226  -0.1687
H -3.224 -3.574 2.629  0.2507
H -1.602 -4.904 4.253  0.4393
H -1.385 -4.796 6.703  0.3905
H -0.542 -2.731 7.781  0.3826
H 0.062 -0.781 6.384  0.4361
H -0.168 -0.883 3.941  0.3424
H -1.848 -4.740 0.450  0.4145
H -0.472 -6.499 -0.608  0.4471
H 1.863 -6.861 0.135  0.3953
H 2.797 -5.466 1.955  0.4182
H 1.406 -3.736 3.026  0.4875
C 2.221 2.640 -4.860  -1.0502
Si 0.722 2.690 -3.741  0.2855
C 0.250 4.459 -3.354  -0.9672
C -0.702 1.794 -4.537  -0.7732
As 1.250 1.596 -1.736  -0.3197
Si 3.254 2.395 -0.782  0.4216
C 3.748 1.132 0.505  -0.8143
C 4.649 2.583 -2.021  -1.2052
C 2.929 4.041 0.055  -0.6634
H 1.985 3.148 -5.800  0.3532
H 2.495 1.611 -5.096  0.2940
H 3.092 3.128 -4.422  0.2634
H 0.116 5.000 -4.296  0.4307
H 1.008 4.982 -2.770  0.2725
H -0.695 4.491 -2.811  0.1864
H -0.969 2.306 -5.466  0.4455
H -1.572 1.771 -3.880  0.0973
H -0.439 0.763 -4.782  0.2490
H 4.231 0.269 0.041  0.2888
H 2.898 0.770 1.089  0.0423
H 4.458 1.579 1.207  0.3906
H 4.718 1.723 -2.688  0.3210
H 5.600 2.676 -1.490  0.3607
H 4.526 3.479 -2.633  0.3066
H 2.308 3.898 0.940  -0.0512
H 2.437 4.765 -0.594  0.1760
H 3.888 4.459 0.377  0.4765

## Properties
Expectation value of S²: 8.7686
2S+1: 6
Energy (eV): -151330.697
Max |F| (eV/Å): 0.6
HOMO level (spin up / spin down) (eV): -6.69 / -7.06
Orbital gap (spin up / spin down) (eV): 7.028 / 5.941
Total charge: 0